1.
Here is a molecular structure, C2H3AlFO from the Open Molecules 2025 dataset. Energies are from the ωB97M-V functional and the def2-TZVPD basis.

Calculated values
- relative energy (zero: lowest compared OMol25 entry of this formula, charge and spin) (kJ/mol) = 0.0
- HOMO energy (alpha / beta) (eV) = -20.4 / -22.8
- total charge = +2
- LUMO energy (alpha / beta) (eV) = -12.34 / -13.03
- 2S+1 = 2
- gap between HOMO and LUMO (alpha / beta) (eV) = 8.087 / 9.797

Structure (XYZ):
```
8
C2H3AlFO (the ωB97M-V functional and the def2-TZVPD basis)
H 1.123 -1.239 1.268
O -1.492 0.812 -0.129
C -0.302 0.752 0.351
C 0.600 -0.236 -0.015
H 0.018 1.485 1.104
H 1.657 -0.054 -0.201
F 0.061 -1.105 -0.996
Al -1.666 -0.415 -1.382
```

---

2.
Here is a molecular structure, C2H3BeO2 from the Open Molecules 2025 dataset. Energies are from the ωB97M-V functional and the def2-TZVPD basis.

Calculated values
- relative energy (zero: lowest compared OMol25 entry of this formula, charge and spin) (kJ/mol) = 0.0
- HOMO energy (eV) = -15.8
- total charge = +1
- LUMO energy (eV) = -7.18
- gap between HOMO and LUMO (eV) = 8.657

Structure (XYZ):
```
8
C2H3BeO2 (the ωB97M-V functional and the def2-TZVPD basis)
O -1.418 -1.329 -0.462
C -1.424 -0.499 0.400
Be -0.725 -0.378 1.856
O -0.152 0.185 0.656
C 0.757 0.452 -0.413
H 1.490 1.168 -0.031
H 1.259 -0.467 -0.738
H 0.213 0.869 -1.268
```

---

3.
Here is C2H3Br in the gas phase from the Open Molecules 2025 dataset. Energies are from the ωB97M-V functional and the def2-TZVPD basis.

Calculated values
- relative energy (zero: lowest compared OMol25 entry of this formula, charge and spin) (kJ/mol) = 2.1
- HOMO energy (eV) = -9.7
- structure (SMILES) = C=CBr
- LUMO energy (eV) = 1.02
- gap between HOMO and LUMO (eV) = 10.732

Structure (XYZ):
```
6
C2H3Br (the ωB97M-V functional and the def2-TZVPD basis)
C 0.641 0.416 -0.035
C -0.355 -0.429 -0.098
Br -2.186 0.031 -0.038
H 1.564 0.000 0.138
H 0.419 1.424 -0.122
H -0.084 -1.442 0.154
```

---

4.
Here is C2H3Br2NO2 in the gas phase from the Open Molecules 2025 dataset. Energies are from the ωB97M-V functional and the def2-TZVPD basis.

Calculated values
- relative energy (zero: lowest compared OMol25 entry of this formula, charge and spin) (kJ/mol) = 149.7
- HOMO energy (eV) = -10.5
- structure (SMILES) = CC(Br)(Br)[N+](=O)[O-]
- LUMO energy (eV) = -1.80
- gap between HOMO and LUMO (eV) = 8.690

Structure (XYZ):
```
10
C2H3Br2NO2 (the ωB97M-V functional and the def2-TZVPD basis)
C -0.009 0.442 -1.107
C 0.319 -0.279 0.116
Br 0.938 -2.017 -0.286
Br 2.063 0.794 1.103
N -0.717 -0.278 1.133
O -1.118 -1.388 1.459
O -1.039 0.803 1.543
H 0.926 0.947 -1.543
H -0.661 -0.309 -1.591
H -0.702 1.284 -0.828
```

---

no.,electronic energy (eV)
1,-13460.70288
2,-6608.58584
3,-72163.95665
4,-147788.40386